a.
Density functional theory data (the ωB97M-V functional and the def2-TZVPD basis) for 2 unconnected molecules or ions with the total composition C4H6IP.

Results
Total charge ... 0

Cartesian coordinates (Å):
P -1.166 -1.446 0.936
H 0.411 1.660 1.268
H -1.331 -2.754 1.148
H 0.857 -1.999 -0.440
C -0.459 -0.383 -1.648
H -0.141 2.636 -0.375
C 0.547 2.047 0.279
C 0.257 0.265 -0.774
I 2.588 2.638 0.269
H -0.496 -1.200 2.132
C 0.076 -1.108 -0.327
H -1.142 -0.356 -2.469

b.
Density functional theory data (the ωB97M-V functional and the def2-TZVPD basis) for a single C4H6IP molecule.

Results
Total charge ... 0

Cartesian coordinates (Å):
C 0.813 -0.769 0.783
C 0.383 -0.358 1.910
C 0.435 -0.501 -0.631
I -3.031 -0.346 -0.170
H 0.363 -0.362 2.965
H -0.413 1.218 -1.985
P -1.505 1.598 0.181
C -0.092 0.963 -0.873
H 1.251 -0.789 -1.251
H 1.696 -1.456 0.623
H -0.448 -1.026 -0.930
H 0.547 1.826 -0.621

Order from most stable to least stable according to the calculation: b, a

a.
Density functional theory data (the ωB97M-V functional and the def2-TZVPD basis) for 2 unconnected molecules or ions with the total composition C5H12O2.

Results
Structure (SMILES) ... OCCCO.C=C
Total charge ... 0

Cartesian coordinates (Å):
C 0.954 -0.142 -0.655
C -1.675 1.874 0.188
H -3.620 1.043 0.180
H -1.651 2.119 -0.872
C -2.726 1.287 0.751
H -2.726 1.003 1.800
H -0.778 2.102 0.757
O -1.307 -1.153 -0.562
C 2.351 -0.521 -0.185
H -0.240 -0.518 1.111
H 0.335 -1.963 0.259
H 2.424 -0.367 0.904
H -1.843 -0.369 -0.395
O 2.553 -1.884 -0.519
H 0.810 0.940 -0.529
H 3.251 -2.241 0.039
C -0.085 -0.966 0.114
H 3.111 0.116 -0.662
H 0.862 -0.362 -1.724

b.
Density functional theory data (the ωB97M-V functional and the def2-TZVPD basis) for 2 unconnected molecules or ions with the total composition C5H12O2.

Results
Structure (SMILES) ... CCC=O.CCO
Total charge ... 0

Cartesian coordinates (Å):
H -2.495 0.356 -2.486
H 3.359 -0.398 1.520
C 1.259 -0.378 -0.216
H 3.123 1.252 0.916
H 0.872 -0.648 1.859
H -1.270 -0.649 0.138
C 1.277 0.129 1.203
C 2.717 0.485 1.585
H -3.568 -0.340 0.130
O 1.114 -1.535 -0.533
H 0.638 1.018 1.275
C -1.784 0.114 -0.465
H 1.424 0.403 -0.994
H 2.765 0.870 2.608
H -2.400 -1.338 -1.956
H -0.919 -0.470 -2.370
O -3.028 0.459 0.113
H -1.180 1.029 -0.422
C -1.905 -0.361 -1.906

c.
Density functional theory data (the ωB97M-V functional and the def2-TZVPD basis) for a single C5H12O2 molecule.

Results
Structure (SMILES) ... CC[C@@H](O)[C@@H](C)O
Total charge ... 0

Cartesian coordinates (Å):
H -0.903 0.136 -2.667
O 0.434 -1.510 -0.224
H -1.151 1.424 -0.483
H 0.991 0.270 -0.997
H -1.602 -1.278 -1.862
H 2.653 0.646 2.328
H -2.815 -0.221 0.255
C 2.336 0.294 1.340
C -1.097 0.324 -0.509
H 2.894 0.868 0.590
H 2.625 -0.757 1.241
C -1.574 -0.185 -1.863
H 0.286 -0.052 1.950
O -1.893 -0.229 0.540
C 0.340 -0.097 -0.191
C 0.831 0.461 1.149
H -2.577 0.195 -2.094
H -0.338 -1.813 0.280
H 0.561 1.524 1.219

d.
Density functional theory data (the ωB97M-V functional and the def2-TZVPD basis) for a molecular structure, C5H12O2.

Results
Total charge ... 0

Cartesian coordinates (Å):
H -1.774 -0.323 1.189
H 1.518 -0.532 1.534
C -1.370 0.426 0.494
H 0.715 0.808 -1.404
H -0.626 1.017 1.048
O -0.213 0.652 -1.612
H -3.249 0.767 -0.539
H -0.013 -1.919 0.516
C 2.856 -0.829 0.100
H -2.084 2.087 -0.689
H 3.655 -0.273 0.598
O 1.587 -0.360 0.584
H 2.853 -0.640 -0.971
H -2.983 1.861 0.830
C 0.361 -1.355 -0.364
C -2.487 1.342 0.002
C -0.666 -0.305 -0.659
H 2.954 -1.906 0.255
H -1.427 -0.920 -1.176

Order from most stable to least stable according to the calculation: c, b, a, d

a.
Density functional theory data (the ωB97M-V functional and the def2-TZVPD basis) for 2 unconnected molecules or ions with the total composition C5H12O2.

Results
Structure (SMILES) ... CCC=O.CCO
Total charge ... 0

Cartesian coordinates (Å):
H 1.400 -0.257 0.609
C -1.175 -0.647 -0.406
C -1.808 0.369 0.509
H 3.177 -1.133 -0.931
H -2.704 -1.107 1.840
C 1.904 0.405 -0.105
H 1.154 1.130 -0.461
O -0.893 -0.451 -1.565
H -3.800 -0.511 0.582
H -0.961 -1.633 0.067
O 2.923 1.047 0.639
H 3.400 1.628 0.034
H 2.923 0.253 -2.012
H 1.623 -0.926 -1.786
H -3.407 0.510 1.974
H -2.087 1.242 -0.088
H -1.033 0.685 1.223
C -2.999 -0.219 1.269
C 2.439 -0.403 -1.277

b.
Density functional theory data (the ωB97M-V functional and the def2-TZVPD basis) for a single C5H12O2 molecule.

Results
Structure (SMILES) ... CO[C@@H](C)CCO
Total charge ... 0

Cartesian coordinates (Å):
C 0.731 1.907 -0.919
H 0.094 2.151 -1.726
H -2.136 -0.807 0.898
O 0.452 -0.062 0.887
C -0.388 -0.293 -0.243
C -0.765 1.080 -0.675
H 0.267 -1.829 1.957
H -1.224 -2.217 0.297
C -1.559 -1.205 0.057
C 1.015 -1.224 1.431
H 1.487 -1.842 0.651
O 1.862 1.126 -1.161
H 1.775 -0.901 2.145
H -2.215 -1.272 -0.818
H -1.311 1.647 0.088
H 0.869 2.523 -0.033
H 2.001 0.676 -0.307
H -1.483 1.004 -1.539
H 0.230 -0.731 -1.049

c.
Density functional theory data (the ωB97M-V functional and the def2-TZVPD basis) for 2 unconnected molecules or ions with the total composition C5H12O2.

Results
Structure (SMILES) ... C=C(C)CO.CO
Total charge ... 0

Cartesian coordinates (Å):
H -0.220 2.465 -0.790
H 0.581 -0.832 -2.131
O 1.421 -1.777 -0.478
H 1.145 2.282 -1.901
H -0.346 1.379 -2.189
C 1.286 -0.648 -1.303
H 1.427 -0.131 1.315
H -2.331 0.170 1.839
C -2.072 -0.897 1.795
C 0.873 0.618 -0.568
H -1.589 -1.172 2.743
H -3.001 -1.465 1.700
H 0.690 1.581 1.314
H -0.754 -0.389 0.473
O -1.263 -1.188 0.671
C 1.002 0.700 0.758
H 0.553 -1.958 -0.079
H 2.269 -0.482 -1.764
C 0.328 1.745 -1.405

d.
Density functional theory data (the ωB97M-V functional and the def2-TZVPD basis) for 2 unconnected molecules or ions with the total composition C5H12O2.

Results
Structure (SMILES) ... C/C=C(/O)CCO.[H][H]
Total charge ... 0

Cartesian coordinates (Å):
H 0.229 -2.182 -0.084
H 1.933 -0.605 1.952
H -1.037 2.211 0.375
H -2.510 -0.274 -0.854
H -2.752 1.849 0.539
H 0.933 1.049 -0.129
H 2.818 -0.127 0.506
C 0.644 0.154 0.436
C -1.677 0.267 -0.420
H -2.105 2.328 -1.024
H 2.320 -2.523 1.117
C -1.886 1.732 -0.128
C 1.906 -0.629 0.859
C -0.608 -0.481 -0.122
H -0.154 0.358 -2.306
O 1.937 -1.988 0.411
H 0.580 0.234 -2.277
H 0.100 0.458 1.342
O -0.671 -1.830 -0.194

Order from most stable to least stable according to the calculation: a, c, b, d

a.
Density functional theory data (the ωB97M-V functional and the def2-TZVPD basis) for a single C4H6ClF molecule.

Results
Structure (SMILES) ... C[C@@H](F)/C=C/Cl
Total charge ... 0

Cartesian coordinates (Å):
C 2.351 -0.343 0.803
Cl 4.022 -0.708 0.501
H -0.390 -0.184 -1.547
C -0.333 -0.336 0.653
C 1.313 -0.868 0.208
C -0.903 0.260 -0.620
F -0.876 -1.510 1.085
H -1.918 0.016 -0.533
H -0.397 0.472 1.486
H 1.409 -1.495 -0.583
H 2.134 0.454 1.569
H -0.656 1.407 -0.582

b.
Density functional theory data (the ωB97M-V functional and the def2-TZVPD basis) for a single C4H6ClF molecule.

Results
Structure (SMILES) ... F[C@H](Cl)C1CC1
Total charge ... 0

Cartesian coordinates (Å):
F 2.028 0.108 1.434
C 0.466 0.087 -0.283
H 0.893 1.637 1.065
H -1.081 0.693 -1.819
C -0.449 -1.090 -0.690
C -0.942 0.302 -0.827
H -0.234 -1.789 -1.433
H 1.308 0.415 -0.970
C 0.783 0.531 1.064
H -0.686 -1.636 0.265
H -1.605 0.691 -0.006
Cl -0.481 0.052 2.200

c.
Density functional theory data (the ωB97M-V functional and the def2-TZVPD basis) for a single C4H6ClF molecule.

Results
Structure (SMILES) ... C=C[C@H](Cl)CF
Total charge ... 0

Cartesian coordinates (Å):
Cl 1.381 -0.447 -0.259
F 0.117 2.047 1.346
C -0.216 0.319 -0.224
H -0.166 -2.430 -1.232
C -1.246 -0.632 -0.742
H -1.948 -2.241 -1.784
C -1.091 -1.841 -1.243
H -1.544 0.901 1.148
H -0.175 0.142 2.005
C -0.489 0.798 1.181
H -0.196 1.128 -0.951
H -2.254 -0.194 -0.723

Order from most stable to least stable according to the calculation: c, b, a

a.
Density functional theory data (the ωB97M-V functional and the def2-TZVPD basis) for a molecular structure, C4H8NOP.

Results
Total charge ... 0

Cartesian coordinates (Å):
H -1.519 -1.227 0.923
H -2.059 -1.804 -0.662
H 2.819 0.557 0.827
H -3.290 -1.055 0.622
P 1.886 -1.116 -0.665
C 0.839 1.129 0.632
H 0.708 -1.501 0.129
C 2.110 0.633 0.085
N -1.942 0.397 -0.425
H 0.466 1.546 1.644
H 0.786 -0.668 -1.573
C -2.210 -0.958 0.087
H 2.362 1.101 -0.890
C -0.873 1.012 -0.384
O -0.085 1.954 -0.352

b.
Density functional theory data (the ωB97M-V functional and the def2-TZVPD basis) for a single C4H8NOP molecule.

Results
Structure (SMILES) ... N[P@]1(=O)C=CCC1
Total charge ... 0

Cartesian coordinates (Å):
H -1.765 -0.307 1.828
C -0.317 0.940 0.723
N 1.898 1.166 -1.094
C -1.564 -0.102 0.721
H -0.645 1.879 0.152
H -2.499 0.292 0.301
H 0.429 -2.167 -1.277
H -0.102 1.153 1.824
C -1.050 -1.295 -0.073
O 2.274 -0.340 1.022
H 2.707 0.820 -1.605
H -1.788 -2.090 -0.262
P 1.179 0.049 0.057
C 0.190 -1.264 -0.642
H 1.053 1.267 -1.672

Order from most stable to least stable according to the calculation: b, a

a.
Density functional theory data (the ωB97M-V functional and the def2-TZVPD basis) for 2 unconnected molecules or ions with the total composition CH3NO4.

Results
Structure (SMILES) ... O=[NH+][O-].O=CO
Total charge ... 0

Cartesian coordinates (Å):
O 0.664 0.215 -1.836
O 1.319 -0.161 1.293
H -0.701 -0.158 1.406
H 1.068 -0.057 -0.982
N 0.307 -0.261 1.959
O 0.218 -0.252 3.158
H -0.990 0.503 -2.620
O -1.277 0.000 -0.690
C -0.609 0.171 -1.688

b.
Density functional theory data (the ωB97M-V functional and the def2-TZVPD basis) for a single CH3NO4 molecule.

Results
Structure (SMILES) ... NOC(=O)OO
Total charge ... 0

Cartesian coordinates (Å):
O 2.641 0.184 0.014
H -2.404 -0.222 -0.599
H 2.735 -0.287 -0.884
C 0.334 0.160 -0.037
H -2.363 -0.128 1.079
O 1.472 -0.439 0.428
N -2.006 0.127 0.231
O 0.332 1.212 -0.488
O -0.740 -0.608 0.256

Order from most stable to least stable according to the calculation: a, b